Entry from the Open Molecules 2025 dataset: a structure of composition C42H32Cl3N2NiO4P2 (wB97M-V/def2-TZVPD).

Its expectation value of S² is 2.008. Its net charge is -1. The spin multiplicity is 3. The HOMO-LUMO gap (alpha / beta) is 6.855 / 6.865 eV. The calculation puts the LUMO energy (alpha / beta) at 2.30 / 2.31 eV.

Geometry as XYZ:
```
86
Properties=species:S:1:pos:R:3:lowdin_spin:R:1
Ni 0.1255 0.1511 0.3396 1.665
C 1.0634 0.6171 3.4590 0.003
P 1.8417 -0.1863 2.0161 0.050
C 3.4440 0.6917 1.9332 0.012
C 4.4625 0.4471 2.8544 0.003
C 5.6424 1.1740 2.8084 0.001
C 5.8143 2.1592 1.8413 0.000
C 4.8074 2.4082 0.9207 0.000
C 3.6279 1.6727 0.9627 0.001
C 2.3343 -1.8763 2.4684 0.006
C 3.0386 -2.5980 1.4985 0.004
C 3.3812 -3.9220 1.7226 0.000
C 3.0097 -4.5458 2.9103 0.004
C 2.3001 -3.8399 3.8681 0.000
C 1.9660 -2.5076 3.6494 0.005
C 0.3163 1.8026 2.8859 0.003
C -0.1258 2.9633 3.4898 0.001
C -0.8493 3.6823 2.5014 0.001
C -0.8027 2.9173 1.3503 0.005
C -1.4900 3.1285 0.0219 0.003
P -1.0558 1.7274 -1.0898 0.039
C -0.2156 2.5927 -2.4791 0.010
C 1.1706 2.5478 -2.6081 0.001
C 1.8055 3.2785 -3.6100 0.000
C 1.0660 4.0548 -4.4872 0.000
C -0.3194 4.1046 -4.3663 0.001
C -0.9535 3.3798 -3.3703 0.003
C -2.6145 1.1815 -1.8769 0.003
C -3.8473 1.2620 -1.2313 0.004
C -4.9792 0.6762 -1.7879 0.000
C -4.8897 -0.0130 -2.9876 0.004
C -3.6635 -0.1096 -3.6342 0.000
C -2.5374 0.4835 -3.0839 0.004
N -0.0794 1.7821 1.5748 0.064
H 1.8126 0.9242 4.1887 0.001
H 0.3840 -0.0887 3.9433 0.000
H 4.3328 -0.3278 3.6028 0.000
H 6.4302 0.9732 3.5248 0.000
H 6.7361 2.7277 1.8054 0.000
H 4.9402 3.1703 0.1621 0.000
H 2.8441 1.8482 0.2372 0.000
H 3.3137 -2.1129 0.5654 0.000
H 3.9275 -4.4724 0.9659 0.000
H 3.2614 -5.5859 3.0791 0.000
H 1.9859 -4.3276 4.7830 0.000
H 1.3861 -1.9747 4.3932 0.000
H 0.0363 3.2464 4.5214 0.000
H -1.3543 4.6324 2.6184 0.001
H -1.1829 4.0503 -0.4721 0.000
H -2.5728 3.1815 0.1435 0.000
H 1.7505 1.9143 -1.9476 0.000
H 2.8829 3.2208 -3.7075 0.000
H 1.5628 4.6165 -5.2698 0.000
H -0.9048 4.7077 -5.0503 0.000
H -2.0335 3.4214 -3.2847 0.000
H -3.9305 1.7564 -0.2714 0.000
H -5.9276 0.7427 -1.2674 0.000
H -5.7677 -0.4848 -3.4124 0.000
H -3.5802 -0.6592 -4.5645 0.000
H -1.5821 0.3924 -3.5914 0.000
O 2.6568 -0.8953 -2.7760 0.002
C 1.7870 -0.7548 -1.9210 0.003
O 1.7783 0.0545 -0.9356 0.044
C 0.5581 -1.6514 -2.0185 -0.001
C 0.4923 -2.6067 -3.0562 0.001
C -0.6098 -3.3952 -3.1467 -0.002
C -1.6727 -3.2195 -2.2283 0.001
C -2.8642 -3.9817 -2.2916 0.000
C -3.8835 -3.7436 -1.4168 0.000
C -3.7585 -2.7236 -0.4431 -0.001
C -2.6166 -1.9831 -0.3529 0.000
C -1.5372 -2.2266 -1.2371 0.002
N -0.3946 -1.4727 -1.1378 0.027
H 1.3321 -2.6709 -3.7322 0.000
H -0.6967 -4.1523 -3.9191 0.000
H -2.9501 -4.7509 -3.0516 0.000
H -4.7915 -4.3320 -1.4654 0.000
H -4.5743 -2.5258 0.2437 0.000
H -2.5127 -1.1983 0.3862 0.000
Cl -3.2336 0.4914 2.0248 -0.001
C -2.9422 -0.9371 3.0275 0.000
Cl -2.8309 -0.4190 4.7313 0.000
Cl -4.3227 -2.0588 2.8374 0.000
C -1.6072 -1.7039 2.6641 0.002
O -1.4678 -2.7562 3.2685 0.001
O -0.8828 -1.1661 1.7871 0.018
```

***

Entry from the Open Molecules 2025 dataset: a structure of composition C16H26AsCl2N2OSTl at a distorted geometry (wB97M-V/def2-TZVPD).

Its net charge is -2. The spin multiplicity is 1. The HOMO-LUMO gap is 5.637 eV. For the energy relative to the best compared isomer or geometry (same formula, charge and spin), the calculation gives 37.7 kcal per mole. The calculation puts the LUMO energy at 4.27 eV.

Geometry as XYZ:
```
50
Properties=species:S:1:pos:R:3:mulliken_charge:R:1
Tl 0.6817 0.5765 -0.0011 0.707
C -1.7014 1.7712 1.3392 0.167
C -2.1789 0.6660 0.6005 0.520
C -1.7587 -0.5175 1.2612 0.510
C -1.0081 -0.1440 2.3922 0.430
C -0.9665 1.2749 2.4400 0.927
C -0.4255 2.1336 3.5514 -1.860
C -0.4040 -1.1077 3.3773 -1.600
C -2.0773 -1.9297 0.8463 -1.457
C -3.0689 0.7202 -0.6116 -1.777
C -1.9531 3.2287 1.0622 -1.585
H -1.2325 2.6319 4.1071 0.379
H 0.2311 2.9333 3.1864 0.302
H 0.1371 1.5439 4.2812 0.445
H -1.1704 -1.6110 3.9826 0.301
H 0.2727 -0.6044 4.0731 0.343
H 0.1735 -1.8878 2.8731 0.249
H -2.1189 -2.5906 1.7184 0.422
H -1.3231 -2.3442 0.1645 0.069
H -3.0489 -1.9848 0.3447 0.413
H -4.1345 0.6751 -0.3493 0.279
H -2.8719 -0.1159 -1.2887 0.342
H -2.9124 1.6392 -1.1812 0.432
H -2.2265 3.7620 1.9812 0.331
H -2.7711 3.3613 0.3505 0.448
H -1.0773 3.7354 0.6402 0.200
Cl 3.6365 0.8550 4.7158 -0.236
C 3.0565 1.0719 3.0344 0.527
Cl 3.1571 -0.3858 2.0805 -0.097
H 3.6719 1.8286 2.5673 0.349
H 2.0166 1.3725 3.0790 -0.588
S 1.1900 4.3491 -4.0391 -0.557
C 1.0321 3.4468 -2.6530 0.155
N 0.9195 2.8105 -1.6791 -0.574
C 0.3652 -0.4168 -3.2957 -0.814
As 1.2777 -1.9254 -2.4839 1.024
C 2.6592 -2.8179 -3.5360 -1.217
C -0.1016 -3.2061 -3.2316 -1.447
O 1.0405 -2.2664 -0.8680 -0.736
H 0.0850 -0.6720 -4.3169 0.427
H 0.9537 0.4981 -3.2724 0.234
H -0.5451 -0.2760 -2.7109 0.127
H 2.4398 -2.6589 -4.5948 0.307
H 2.5840 -3.8816 -3.3130 0.336
H 3.6496 -2.4432 -3.3023 0.400
H -0.1259 -3.2003 -4.3275 0.404
H -1.0882 -2.9264 -2.8533 0.306
H 0.1205 -4.2160 -2.8824 0.386
N 3.9572 -0.1938 -1.3745 -0.683
C 2.9819 -0.5615 -1.8839 0.030
```

***

Entry from the Open Molecules 2025 dataset: a cluster of 2 separate species, CH7N2O in total at a distorted geometry (wB97M-V/def2-TZVPD).

Its net charge is -1. The spin multiplicity is 1. The HOMO-LUMO gap is 7.028 eV. For the energy relative to the best compared isomer or geometry (same formula, charge and spin), the calculation gives 17.0 kcal per mole. The calculation puts the LUMO energy at 4.33 eV.

Geometry as XYZ:
```
11
Properties=species:S:1:pos:R:3:mulliken_charge:R:1
O 0.8570 -1.6158 -1.9403 -1.132
H 0.8145 -2.4353 -1.4287 0.145
N -1.0049 1.1057 -0.4185 -0.668
C -0.0901 0.8478 0.6508 -0.368
N 0.2398 -0.5365 0.8394 -0.628
H -1.9513 0.8788 -0.1282 0.221
H -0.7480 0.4246 -1.1587 0.317
H -0.3635 1.3935 1.5845 0.334
H 0.8334 1.4460 0.4684 0.269
H 0.4517 -1.0424 -0.0184 0.330
H 0.9612 -0.4665 1.5496 0.182
```

***

Entry from the Open Molecules 2025 dataset: a cluster of 2 separate species, C8H13NO in total at a distorted geometry (wB97M-V/def2-TZVPD).

The spin multiplicity is 1. The HOMO-LUMO gap is 8.966 eV. For the energy relative to the best compared isomer or geometry (same formula, charge and spin), the calculation gives 29.9 kcal per mole. The SMILES is CC(=O)C#N.CC=C(C)C. The calculation puts the LUMO energy at -0.12 eV.

Geometry as XYZ:
```
23
Properties=species:S:1:pos:R:3:mulliken_charge:R:1
C 1.9216 -1.6428 0.1941 -1.046
C 1.9639 -0.1997 -0.2183 0.871
O 2.0043 0.1966 -1.3561 -0.519
C 2.0244 0.6994 0.9233 0.221
N 2.1376 1.3875 1.8317 -0.417
H 2.8210 -1.8799 0.7621 0.399
H 1.8637 -2.2783 -0.6860 0.304
H 1.0644 -1.8180 0.8404 0.171
C -1.4508 -0.9331 1.4654 -1.521
C -1.0332 0.3792 0.8816 -0.243
C -0.9368 0.7146 -0.4021 0.935
C -0.5414 2.1031 -0.8092 -1.395
C -1.1979 -0.1970 -1.5622 -1.266
H -0.7852 -1.2077 2.2845 0.340
H -2.4539 -0.8430 1.8845 0.377
H -1.4639 -1.7359 0.7329 0.362
H -0.8289 1.1392 1.6257 0.403
H -1.3453 2.5705 -1.3773 0.454
H 0.3377 2.0662 -1.4523 0.276
H -0.3178 2.7226 0.0556 0.332
H -0.3035 -0.2597 -2.1831 0.301
H -1.4845 -1.1982 -1.2556 0.278
H -1.9956 0.2144 -2.1795 0.381
```

***

Entry from the Open Molecules 2025 dataset: a structure of composition C23H16N4O11STi at a distorted geometry (wB97M-V/def2-TZVPD).

Its net charge is -2. The spin multiplicity is 1. The HOMO-LUMO gap (alpha / beta) is 4.993 / 5.004 eV. The calculation puts the LUMO energy (alpha / beta) at 3.25 / 3.25 eV.

Geometry as XYZ:
```
56
Properties=species:S:1:pos:R:3:mulliken_charge:R:1
Ti -0.1809 1.8084 -1.2870 0.096
C -0.2396 -3.4844 -2.4212 -1.944
C 1.0710 -2.9228 -1.8681 1.919
C 1.8690 -2.3478 -3.0081 -1.133
C 2.5444 -1.2063 -2.9403 -0.850
C 2.5534 -0.4576 -1.6857 0.288
C 1.8788 -0.8495 -0.6100 -1.194
C 0.9004 -1.9858 -0.6370 1.385
S 3.1609 1.1868 -1.7096 1.467
O 3.7349 1.4409 -3.0147 -0.795
O 4.0321 1.4134 -0.5722 -0.771
N 1.8092 2.0918 -1.5056 0.134
C 2.2063 3.5154 -1.4748 -0.566
C 0.9894 4.4148 -1.3390 0.313
O 1.1034 5.6271 -1.4011 -0.752
O -0.1218 3.7743 -1.1267 -0.663
H -0.0023 -4.1791 -3.2318 0.618
H -0.8933 -2.6996 -2.8157 0.127
H -0.7696 -4.0427 -1.6497 0.372
H 1.8683 -2.9228 -3.9299 0.298
H 3.0910 -0.8010 -3.7800 0.458
H 1.9038 -0.2455 0.2911 0.591
H -0.2384 -0.8732 0.7132 0.280
H 2.7589 3.8049 -2.3717 0.422
H 2.8616 3.7083 -0.6190 0.356
O -3.7728 1.1627 -2.9228 -0.721
C -2.7640 1.1226 -2.2509 0.369
O -1.9003 2.1099 -2.1422 -0.546
C -2.3837 -0.0738 -1.4159 0.817
C -3.3106 -0.8984 -0.8841 -1.032
C -2.8267 -2.0861 -0.2068 -0.576
C -1.5462 -2.3528 0.0494 -0.869
C -0.4684 -1.3510 -0.2568 0.740
C -0.9652 -0.3027 -1.2611 0.498
O -0.1278 0.1678 -2.2034 -0.808
N 1.1798 -3.0734 0.3928 -0.091
O 2.0632 -2.7480 1.2132 -0.670
O 1.8416 -3.8983 -1.2197 -0.856
N -3.8325 -3.0892 0.2008 1.063
O -3.4609 -4.1661 0.6286 -0.654
O -5.0086 -2.7790 0.0878 -0.687
H -4.3657 -0.7169 -1.0088 0.537
H -1.2473 -3.2671 0.5425 0.618
N -0.2966 1.6302 0.7381 0.019
C -0.3430 1.6970 1.8826 0.252
C -0.3750 1.7222 3.3188 0.395
C -1.5540 1.4078 3.9860 -0.435
C -1.5655 1.4277 5.3711 -0.604
C -0.4112 1.7541 6.0704 -0.305
C 0.7600 2.0681 5.3943 -0.606
C 0.7852 2.0573 4.0092 -0.452
H -2.4396 1.1490 3.4222 0.502
H -2.4751 1.1804 5.9017 0.379
H -0.4233 1.7582 7.1530 0.371
H 1.6569 2.3229 5.9424 0.378
H 1.6867 2.2968 3.4621 0.517
```

***

Entry from the Open Molecules 2025 dataset: a cluster of 2 separate species, C4H11NS in total at a distorted geometry (wB97M-V/def2-TZVPD).

The spin multiplicity is 1. The HOMO-LUMO gap is 9.197 eV. For the energy relative to the best compared isomer or geometry (same formula, charge and spin), the calculation gives 36.6 kcal per mole. The SMILES is C=CN.CSC. The calculation puts the LUMO energy at 0.93 eV.

Geometry as XYZ:
```
17
Properties=species:S:1:pos:R:3:mulliken_charge:R:1
C 2.6501 0.8012 -0.0095 -0.754
C 2.0018 1.8418 -0.5851 0.067
N 2.4295 3.1509 -0.6457 -0.481
H 3.4588 0.9112 0.7062 0.271
H 2.0309 -0.0878 0.1055 0.202
H 1.0869 1.4845 -1.0420 0.251
H 1.8431 3.7327 -1.2369 0.227
H 2.7693 3.5818 0.1841 0.222
C -1.8438 -2.2568 -0.9688 -0.827
S -1.2398 -1.7059 0.7046 -0.083
C -2.0908 -0.0932 0.8375 -0.814
H -1.1354 -1.9518 -1.7232 0.258
H -2.8844 -1.9653 -1.0461 0.308
H -1.8553 -3.3372 -0.8168 0.293
H -1.3307 0.4304 1.4308 0.256
H -2.1870 0.2995 -0.1677 0.288
H -2.9376 -0.0983 1.5224 0.317
```